1.
{"formula": "C3H8N2O", "method": "ωB97M-V with the def2-TZVPD basis set", "elements": ["C", "C", "C", "N", "N", "O", "H", "H", "H", "H", "H", "H", "H", "H"], "positions_angstrom": [[-0.167, -0.572, 0.486], [0.967, -0.979, -0.226], [-0.041, 0.365, 1.649], [-1.041, 0.611, -0.864], [0.672, 0.585, -1.557], [0.684, 0.298, -2.691], [-1.026, -1.231, 0.511], [-1.614, 0.068, -1.504], [-1.321, 1.588, -0.899], [1.950, -0.654, 0.085], [0.924, -1.866, -0.844], [-1.001, 0.802, 1.922], [0.662, 1.167, 1.418], [0.352, -0.182, 2.513]], "lowdin_charge": [-0.29, -0.11, -0.10, -0.01, -0.05, -0.03, 0.11, 0.06, 0.05, 0.07, 0.07, 0.07, 0.08, 0.08], "homo_ev": [-7.54, -7.54], "spin_multiplicity": 1, "lumo_energy_ev": [0.37, 0.36]}

2.
{"formula": "C3H8N2O2", "method": "ωB97M-V with the def2-TZVPD basis set", "elements": ["N", "C", "O", "N", "C", "C", "O", "H", "H", "H", "H", "H", "H", "H", "H"], "positions_angstrom": [[0.289, 0.042, -2.029], [0.617, 0.216, -0.645], [1.921, 0.691, -0.634], [-0.347, 1.092, -0.004], [-0.773, 0.473, 1.242], [-0.509, -1.011, 0.991], [0.612, -0.996, 0.127], [1.117, -0.287, -2.515], [-0.431, -0.667, -2.121], [2.205, 0.691, 0.289], [-1.108, 1.288, -0.642], [-1.817, 0.704, 1.470], [-0.158, 0.837, 2.075], [-1.372, -1.496, 0.509], [-0.245, -1.577, 1.889]], "lowdin_charge": [0.13, -0.69, 0.05, 0.05, -0.18, -0.18, -0.05, 0.09, 0.09, 0.11, 0.11, 0.12, 0.11, 0.12, 0.12], "homo_ev": -9.44, "spin_multiplicity": 1, "smiles": "N[C@@]1(O)NCCO1", "lumo_energy_ev": 0.87}

3.
{"formula": "C3H8N2O2", "method": "ωB97M-V with the def2-TZVPD basis set", "elements": ["C", "C", "N", "C", "N", "H", "H", "H", "H", "O", "H", "H", "O", "H", "H"], "positions_angstrom": [[1.622, -1.126, 1.000], [0.533, -1.101, 0.187], [-0.403, -0.325, 0.828], [0.108, -0.098, 2.069], [1.355, -0.459, 2.174], [2.555, -1.629, 0.846], [0.596, -1.272, -0.877], [-1.393, -0.454, 0.734], [-0.461, 0.158, 2.951], [-1.933, -0.071, -1.797], [-2.427, -0.566, -2.450], [-1.662, 0.790, -2.151], [-0.237, 2.094, -2.514], [0.508, 2.452, -2.015], [-0.593, 2.882, -2.945]], "lowdin_charge": [-0.17, -0.14, 0.04, -0.23, 0.04, 0.09, 0.10, 0.13, 0.11, -0.07, 0.03, 0.00, -0.05, 0.06, 0.05], "homo_ev": -8.54, "spin_multiplicity": 1, "smiles": "c1c[nH]cn1.O.O", "lumo_energy_ev": 0.45}

4.
{"formula": "C3H8N2O2", "method": "ωB97M-V with the def2-TZVPD basis set", "elements": ["H", "N", "C", "N", "O", "C", "C", "O", "H", "H", "H", "H", "H", "H", "H"], "positions_angstrom": [[-1.410, 1.321, 0.964], [-1.749, 0.309, 0.842], [-0.711, -0.174, 0.147], [-0.754, -1.644, 0.175], [-0.884, -1.985, -1.277], [0.286, 0.960, -0.312], [1.321, 0.809, 0.958], [0.771, 0.749, -1.744], [-1.500, -2.167, 0.749], [-0.069, -2.528, -1.694], [-0.422, 1.936, -0.287], [2.324, 1.415, 0.708], [1.735, -0.087, 1.165], [0.917, 1.297, 1.724], [0.145, -0.212, -2.118]], "lowdin_charge": [0.05, 0.10, -0.37, -0.01, -0.16, -0.26, -0.02, -0.17, 0.15, 0.16, 0.17, 0.13, 0.03, 0.01, 0.21], "homo_ev": -9.72, "spin_multiplicity": 1, "smiles": "[H]/N=C(/NO)[C@@H](C)O", "lumo_energy_ev": 0.28}

5.
{"formula": "C3H8N2O2", "method": "ωB97M-V with the def2-TZVPD basis set", "elements": ["C", "C", "N", "C", "N", "H", "H", "H", "H", "O", "H", "H", "O", "H", "H"], "positions_angstrom": [[1.604, -1.289, -2.506], [0.866, -0.054, -2.388], [0.410, -0.042, -1.132], [0.799, -1.192, -0.529], [1.564, -1.909, -1.353], [1.790, -1.834, -3.438], [0.684, 0.740, -3.125], [-0.171, 0.727, -0.768], [0.868, -1.444, 0.538], [-2.243, -0.491, 4.332], [-2.530, 0.420, 4.197], [-1.560, -0.648, 3.696], [-0.614, 1.960, 0.786], [-0.042, 2.645, 0.817], [-1.425, 2.409, 0.874]], "lowdin_charge": [-0.19, -0.12, 0.02, -0.21, 0.01, 0.09, 0.10, 0.12, 0.12, -0.05, 0.03, 0.01, 0.02, -0.01, 0.04], "homo_ev": -8.23, "spin_multiplicity": 1, "smiles": "c1c[nH]cn1.O.O", "lumo_energy_ev": 0.05}

6.
{"formula": "C3H8N2O2", "method": "ωB97M-V with the def2-TZVPD basis set", "elements": ["C", "C", "N", "C", "N", "H", "H", "H", "H", "O", "H", "H", "O", "H", "H"], "positions_angstrom": [[0.330, -1.145, -0.820], [1.447, -1.478, -0.016], [1.898, -0.265, 0.522], [1.097, 0.740, -0.045], [0.158, 0.218, -0.843], [-0.003, -1.707, -1.700], [1.998, -2.384, 0.163], [2.915, -0.130, 0.799], [1.267, 1.766, 0.152], [-0.849, 1.867, 1.567], [-1.842, 1.705, 1.592], [-0.766, 1.799, 0.628], [-2.616, -0.663, -0.478], [-3.303, -0.080, -0.848], [-1.730, -0.243, -0.673]], "lowdin_charge": [-0.16, -0.08, 0.04, -0.18, 0.00, 0.11, 0.10, 0.18, 0.11, -0.08, 0.08, -0.03, -0.11, 0.04, -0.01], "homo_ev": -9.04, "spin_multiplicity": 1, "smiles": "c1c[nH]cn1.O.O", "lumo_energy_ev": 0.73}

Asked for relative energy (zero: lowest compared OMol25 entry of this formula, charge and spin) across the records above, the calculation gives 615.35, 100.12, 133.37, 687.14, 180.48, 175.46 kJ/mol in order.